Below is C5H6N2O in the gas phase at a distorted geometry, with properties calculated with the ωB97M-V functional and the def2-TZVPD basis.

Output
relative energy (zero: lowest compared OMol25 entry of this formula, charge and spin): 3.4574 eV
gap between HOMO and LUMO: 8.78 eV
DFT total energy: -10306.1461 eV

Positions of all 14 atoms, in Å:
C1 1.075 -0.656 -1.325
C2 0.437 0.055 -0.320
C3 -0.282 -1.725 0.564
C4 0.004 1.303 -0.100
C5 -0.657 2.006 1.036
N1 0.815 -1.909 -1.455
N2 -0.038 -2.450 -0.537
O1 -0.594 -1.945 1.696
H1 1.745 -0.229 -2.023
H2 0.239 2.139 -0.904
H3 0.069 2.674 1.476
H4 -1.251 1.341 1.777
H5 -1.405 2.782 0.738
H6 -0.159 -3.388 -0.626

Atom charges from the Löwdin analysis, given in e for atoms 1 to 5: -0.1929, -0.0485, -0.2648, -0.1514, -0.1212

***

Below is C13H9FN2O4 in the gas phase at a distorted geometry, with properties calculated with the ωB97M-V functional and the def2-TZVPD basis.

Output
relative energy (zero: lowest compared OMol25 entry of this formula, charge and spin): 1.7319 eV
SMILES: O=C(/C=C\c1ccco1)Nc1cc([N+](=O)[O-])ccc1F
gap between HOMO and LUMO: 8.00 eV
DFT total energy: -27511.1418 eV

Positions of all 29 atoms, in Å:
O1 2.477 1.368 2.851
C1 1.602 1.372 2.018
C2 1.464 2.434 0.996
C3 1.431 2.255 -0.328
C4 1.528 1.009 -1.042
C5 1.204 0.731 -2.350
C6 1.476 -0.639 -2.547
C7 1.957 -1.098 -1.358
O2 1.991 -0.117 -0.445
N1 0.672 0.349 2.007
C8 -0.386 0.136 1.138
C9 -0.605 -1.133 0.608
C10 -1.627 -1.349 -0.303
N2 -1.785 -2.667 -0.872
O3 -0.989 -3.518 -0.541
O4 -2.695 -2.834 -1.652
C11 -2.481 -0.326 -0.696
C12 -2.310 0.927 -0.140
C13 -1.287 1.144 0.767
F1 -1.189 2.362 1.322
H1 1.460 3.434 1.403
H2 1.328 3.118 -0.973
H3 0.814 1.422 -3.068
H4 1.339 -1.202 -3.446
H5 2.301 -2.066 -1.053
H6 0.951 -0.445 2.571
H7 0.036 -1.957 0.885
H8 -3.261 -0.526 -1.413
H9 -2.966 1.745 -0.389

Atom charges from the Löwdin analysis, given in e for atoms 1 to 5: 0.0947, -0.4582, 0.0025, -0.0094, -0.2785

***

Below is a 11-piece molecular cluster, C44H117N7O13 overall at a distorted geometry, with properties calculated with the ωB97M-V functional and the def2-TZVPD basis.

Output
relative energy (zero: lowest compared OMol25 entry of this formula, charge and spin): 3.7138 eV
SMILES: COC[C@H](C)N.COC[C@H](C)N.COC[C@H](C)N.COC[C@H](C)N.COC[C@H](C)N.COCCNCCOC.COCCNCCOC.CC(C)O.CC(C)O.CC(C)O.CC(C)O
gap between HOMO and LUMO: 9.26 eV
DFT total energy: -84563.7894 eV

Positions of all 181 atoms, in Å:
C1 7.236 10.508 -2.448
O1 5.924 10.833 -2.566
C2 5.082 10.153 -1.624
C3 4.656 8.736 -2.018
C4 3.817 8.652 -3.309
N1 3.781 8.181 -0.921
H1 7.779 11.114 -3.173
H2 7.463 9.474 -2.705
H3 7.568 10.775 -1.445
H4 5.515 10.144 -0.624
H5 4.176 10.747 -1.507
H6 5.493 8.038 -2.000
H7 3.559 7.608 -3.487
H8 4.300 9.023 -4.213
H9 2.890 9.223 -3.263
H10 2.982 8.799 -0.913
H11 3.430 7.255 -1.119
C5 -1.759 11.136 0.308
O2 -0.940 11.502 1.448
C6 -1.101 12.852 1.924
C7 0.076 13.267 2.824
C8 0.239 12.370 4.066
N2 0.198 14.660 3.254
H12 -1.526 10.127 -0.030
H13 -1.537 11.965 -0.364
H14 -2.824 11.173 0.541
H15 -1.109 13.630 1.161
H16 -2.060 12.889 2.440
H17 0.954 13.088 2.203
H18 -0.538 12.448 4.827
H19 1.195 12.605 4.534
H20 0.158 11.333 3.740
H21 0.237 15.218 2.413
H22 1.080 14.873 3.697
C9 0.938 -2.541 -9.115
O3 1.891 -3.585 -8.737
C10 2.999 -3.086 -8.005
C11 4.085 -4.142 -7.648
C12 3.585 -5.212 -6.700
N3 5.293 -3.631 -7.156
H23 1.495 -1.788 -9.672
H24 0.626 -2.123 -8.158
H25 0.106 -2.945 -9.692
H26 3.445 -2.298 -8.612
H27 2.678 -2.597 -7.085
H28 4.409 -4.521 -8.617
H29 4.316 -5.535 -5.958
H30 3.217 -6.098 -7.216
H31 2.765 -4.920 -6.044
H32 5.929 -4.364 -6.875
H33 5.812 -3.160 -7.883
C13 -7.927 -3.234 -0.950
O4 -9.319 -3.070 -0.747
C14 -9.612 -2.083 0.257
C15 -11.010 -1.534 0.021
C16 -11.174 -0.768 -1.266
N4 -11.467 -0.610 1.072
H34 -7.577 -2.379 -1.528
H35 -7.944 -4.110 -1.599
H36 -7.237 -3.456 -0.135
H37 -9.508 -2.469 1.271
H38 -8.893 -1.265 0.235
H39 -11.719 -2.361 -0.005
H40 -12.106 -0.205 -1.208
H41 -11.284 -1.539 -2.027
H42 -10.252 -0.213 -1.441
H43 -11.443 -1.067 1.972
H44 -12.447 -0.370 1.021
C17 5.468 3.417 -8.555
O5 5.144 3.582 -9.958
C18 3.867 4.106 -10.185
C19 3.428 3.904 -11.690
C20 4.373 4.622 -12.624
N5 2.126 4.446 -12.000
H45 6.368 2.806 -8.481
H46 4.676 2.866 -8.047
H47 5.621 4.381 -8.071
H48 3.111 3.546 -9.635
H49 3.780 5.152 -9.891
H50 3.440 2.825 -11.848
H51 4.315 5.710 -12.644
H52 4.327 4.305 -13.666
H53 5.403 4.361 -12.381
H54 2.119 5.450 -12.106
H55 1.623 4.208 -11.157
C21 -3.098 -1.602 7.800
O6 -3.458 -2.976 7.579
C22 -4.825 -3.239 7.242
C23 -5.089 -4.752 7.275
N6 -4.718 -5.323 8.571
C24 -5.217 -6.697 8.722
C25 -4.848 -7.216 10.105
O7 -3.437 -7.519 10.141
C26 -2.993 -7.985 11.409
H56 -2.018 -1.612 7.948
H57 -3.554 -1.316 8.748
H58 -3.407 -0.797 7.133
H59 -5.045 -2.923 6.222
H60 -5.517 -2.714 7.900
H61 -4.525 -5.225 6.471
H62 -6.159 -4.875 7.109
H63 -3.713 -5.304 8.671
H64 -4.848 -7.360 7.941
H65 -6.306 -6.688 8.770
H66 -5.507 -8.034 10.396
H67 -5.073 -6.407 10.800
H68 -3.555 -8.876 11.687
H69 -3.100 -7.210 12.168
H70 -1.953 -8.306 11.358
C27 1.148 -8.049 5.889
O8 1.654 -9.072 6.809
C28 0.927 -10.280 6.560
C29 1.494 -11.527 7.324
N7 1.338 -12.779 6.614
C30 -0.047 -13.134 6.433
C31 -0.151 -14.480 5.747
O9 0.308 -15.551 6.623
C32 0.179 -16.822 6.028
H71 0.090 -7.823 6.025
H72 1.270 -8.262 4.827
H73 1.708 -7.143 6.121
H74 1.050 -10.537 5.508
H75 -0.160 -10.256 6.637
H76 1.110 -11.571 8.343
H77 2.573 -11.378 7.364
H78 1.714 -13.483 7.233
H79 -0.526 -12.415 5.768
H80 -0.567 -13.124 7.391
H81 0.452 -14.498 4.839
H82 -1.194 -14.690 5.511
H83 0.572 -16.855 5.012
H84 -0.886 -17.041 5.952
H85 0.754 -17.506 6.652
C33 -6.347 2.794 -8.390
C34 -7.247 1.600 -8.254
C35 -8.668 1.901 -8.586
O10 -6.815 0.552 -9.074
H86 -5.362 2.592 -7.970
H87 -6.799 3.680 -7.945
H88 -6.329 3.078 -9.442
H89 -7.247 1.427 -7.178
H90 -8.725 2.156 -9.645
H91 -9.114 2.784 -8.129
H92 -9.315 1.041 -8.414
H93 -7.024 0.839 -9.966
C36 -0.269 0.936 0.394
C37 0.051 1.142 -1.096
C38 -1.159 1.879 -1.792
O11 1.276 1.833 -1.328
H94 -1.217 0.411 0.513
H95 -0.349 1.870 0.951
H96 0.439 0.290 0.913
H97 0.201 0.154 -1.531
H98 -2.039 1.236 -1.768
H99 -0.787 2.159 -2.778
H100 -1.448 2.850 -1.392
H101 1.990 1.200 -1.218
C39 5.741 6.045 6.893
C40 5.525 5.004 5.822
C41 4.146 4.386 5.906
O12 5.878 5.566 4.561
H102 5.694 5.603 7.888
H103 4.976 6.818 6.820
H104 6.736 6.485 6.829
H105 6.301 4.271 6.047
H106 3.350 5.074 5.622
H107 3.895 4.042 6.909
H108 4.096 3.526 5.238
H109 5.115 6.056 4.247
C42 7.339 -1.715 0.767
C43 7.667 -2.270 -0.573
C44 7.809 -3.807 -0.646
O13 6.536 -1.940 -1.396
H110 8.179 -1.829 1.452
H111 6.441 -2.138 1.217
H112 7.146 -0.642 0.766
H113 8.494 -1.681 -0.970
H114 8.056 -4.164 -1.646
H115 6.842 -4.220 -0.360
H116 8.531 -4.101 0.117
H117 6.715 -2.352 -2.245

Atom charges from the Löwdin analysis, given in e for atoms 1 to 5: -0.1580, -0.1755, -0.1891, -0.4009, -0.0695

***

Below is C13H10Cl7O5 as an isolated structure at a distorted geometry, with properties calculated with the ωB97M-V functional and the def2-TZVPD basis.

Output
relative energy (zero: lowest compared OMol25 entry of this formula, charge and spin): 0.0000 eV
gap between HOMO and LUMO: 3.15 eV
DFT total energy: -111536.0401 eV
charge: -1

Positions of all 35 atoms, in Å:
Cl1 -0.719 -1.806 0.097
C1 -5.003 1.210 1.845
Cl2 -3.593 1.810 2.619
C2 -5.599 1.978 0.769
O1 -5.331 3.164 0.468
C3 -6.661 1.290 -0.012
Cl3 -7.320 2.127 -1.347
C4 -7.155 0.036 0.344
Cl4 -8.422 -0.727 -0.532
C5 -6.670 -0.580 1.570
Cl5 -7.380 -2.086 2.059
C6 -5.679 0.072 2.356
Cl6 -5.331 -0.617 3.949
C7 4.321 -0.966 -3.337
C8 2.825 -0.946 -3.117
O2 2.448 -1.109 -1.682
C9 1.310 -0.326 -1.382
C10 0.988 -0.315 0.157
Cl7 -0.264 1.033 0.370
C11 2.195 -0.101 1.097
O3 2.004 0.320 2.218
O4 3.426 -0.297 0.585
C12 4.276 0.167 1.678
C13 5.644 0.062 1.179
O5 0.560 0.368 -2.162
H1 4.482 -1.119 -4.412
H2 4.766 0.012 -3.086
H3 4.837 -1.728 -2.763
H4 2.426 0.015 -3.483
H5 2.367 -1.810 -3.673
H6 4.037 1.180 1.979
H7 4.159 -0.462 2.587
H8 6.400 0.261 1.923
H9 5.842 -0.889 0.748
H10 5.814 0.779 0.387

Atom charges from the Löwdin analysis, given in e for atoms 1 to 5: 0.3122, -0.6467, 0.6398, -0.5261, -0.1051

***

Below is C57H125Ca3N4O19P2 as an isolated structure at a distorted geometry, with properties calculated with the ωB97M-V functional and the def2-TZVPD basis.

Output
gap between HOMO and LUMO: 5.04 eV
DFT total energy: -179910.1659 eV
charge: -1

Positions of all 210 atoms, in Å:
Ca1 -15.891 12.932 2.039
Ca2 -19.193 11.880 2.441
Ca3 -16.040 14.537 6.117
P1 -17.474 13.032 4.342
O1 -18.793 13.537 3.716
O2 -17.178 11.803 3.440
O3 -17.472 12.915 5.904
O4 -16.244 13.920 3.991
P2 -17.529 11.410 0.237
O5 -17.869 12.773 0.913
O6 -17.833 11.157 -1.265
O7 -18.612 10.482 0.859
O8 -16.050 11.261 0.709
O9 -13.563 17.971 6.101
C1 -14.416 16.967 6.120
O10 -14.266 15.993 6.839
O11 -15.364 16.808 5.313
H1 -13.881 18.581 5.432
C2 -20.738 14.437 -0.115
C3 -21.602 15.051 0.941
C4 -21.645 13.999 2.074
O12 -20.992 12.874 1.453
C5 -21.094 12.992 0.003
H2 -19.678 14.593 0.084
H3 -20.963 14.749 -1.135
H4 -22.601 15.279 0.567
H5 -21.207 15.998 1.308
H6 -22.666 13.829 2.413
H7 -21.014 14.189 2.942
H8 -22.127 12.743 -0.241
H9 -20.423 12.323 -0.536
C6 -20.074 16.382 7.091
C7 -19.156 16.979 8.164
C8 -17.875 17.154 7.371
O13 -17.763 15.921 6.606
C9 -19.146 15.451 6.321
H10 -20.496 17.199 6.505
H11 -20.915 15.848 7.533
H12 -18.970 16.312 9.005
H13 -19.493 17.964 8.486
H14 -17.037 17.283 8.056
H15 -17.877 18.047 6.745
H16 -19.282 14.428 6.673
H17 -19.383 15.569 5.264
C10 -22.323 13.360 11.455
C11 -21.049 13.950 11.056
C12 -20.871 13.453 9.585
O14 -22.211 13.407 9.114
C13 -23.142 13.628 10.210
H18 -22.893 13.813 12.266
H19 -22.195 12.286 11.593
H20 -20.221 13.716 11.725
H21 -21.133 15.037 11.018
H22 -20.375 12.490 9.704
H23 -20.220 14.123 9.024
H24 -23.886 12.838 10.103
H25 -23.637 14.598 10.159
C14 -17.631 8.649 8.006
C15 -16.893 8.629 9.309
C16 -17.866 9.211 10.387
O15 -18.751 10.016 9.572
C17 -18.432 9.936 8.206
H26 -18.304 7.795 7.931
H27 -16.967 8.693 7.143
H28 -16.031 9.297 9.292
H29 -16.523 7.652 9.619
H30 -17.455 9.816 11.195
H31 -18.488 8.409 10.785
H32 -17.892 10.812 7.849
H33 -19.341 9.893 7.605
C18 -17.220 13.927 10.508
C19 -15.855 14.467 10.880
C20 -15.389 15.177 9.579
O16 -16.214 14.571 8.490
C21 -17.027 13.506 9.072
H34 -18.006 14.682 10.530
H35 -17.470 13.046 11.099
H36 -15.156 13.656 11.087
H37 -15.903 15.082 11.778
H38 -14.315 15.142 9.393
H39 -15.642 16.237 9.569
H40 -16.599 12.504 9.067
H41 -17.984 13.582 8.557
C22 -13.718 10.802 7.326
C23 -12.589 11.767 7.169
C24 -13.324 13.090 7.179
O17 -14.551 12.783 6.497
C25 -14.869 11.407 6.559
H42 -13.914 10.691 8.392
H43 -13.403 9.835 6.935
H44 -12.083 11.618 6.215
H45 -11.840 11.683 7.956
H46 -12.739 13.806 6.602
H47 -13.644 13.447 8.157
H48 -14.983 11.017 5.547
H49 -15.756 11.221 7.163
C26 -16.917 5.585 0.345
C27 -15.758 6.563 0.489
C28 -16.417 7.955 0.534
O18 -17.710 7.730 -0.138
C29 -18.137 6.445 0.268
H50 -16.989 4.848 1.145
H51 -16.713 5.061 -0.589
H52 -15.145 6.493 -0.410
H53 -15.055 6.439 1.313
H54 -15.822 8.753 0.090
H55 -16.582 8.348 1.537
H56 -18.885 6.083 -0.437
H57 -18.616 6.544 1.242
C30 -16.946 17.188 0.767
C31 -17.100 16.386 -0.531
C32 -16.108 15.277 -0.428
O19 -15.902 15.042 0.966
C33 -16.471 16.110 1.739
H58 -17.862 17.685 1.089
H59 -16.219 17.995 0.683
H60 -16.896 17.024 -1.391
H61 -18.099 15.970 -0.662
H62 -15.173 15.570 -0.906
H63 -16.524 14.380 -0.886
H64 -15.764 16.513 2.464
H65 -17.318 15.684 2.276
C34 -22.586 20.516 4.680
C35 -21.558 19.401 4.591
N1 -20.954 19.142 3.280
C36 -22.025 18.732 2.321
C37 -21.590 18.886 0.854
C38 -19.869 18.126 3.337
C39 -18.572 18.746 3.834
H66 -22.140 21.464 4.380
H67 -22.904 20.651 5.714
H68 -23.413 20.407 3.979
H69 -20.700 19.725 5.178
H70 -21.991 18.487 4.999
H71 -22.915 19.355 2.416
H72 -22.236 17.691 2.567
H73 -21.111 19.863 0.794
H74 -22.462 18.819 0.204
H75 -20.847 18.126 0.614
H76 -20.225 17.323 3.981
H77 -19.696 17.594 2.402
H78 -18.262 19.560 3.179
H79 -18.675 19.135 4.847
H80 -17.706 18.086 3.781
C40 -21.978 8.391 3.364
C41 -21.211 9.618 2.724
N2 -20.552 10.550 3.716
C42 -19.631 9.869 4.659
C43 -18.548 9.032 3.981
C44 -21.580 11.191 4.549
C45 -21.111 12.310 5.526
H81 -21.405 7.868 4.129
H82 -22.141 7.702 2.535
H83 -22.940 8.712 3.763
H84 -20.459 9.317 1.994
H85 -21.903 10.173 2.092
H86 -19.135 10.582 5.317
H87 -20.175 9.213 5.340
H88 -18.776 7.979 3.813
H89 -18.116 9.459 3.076
H90 -17.678 8.864 4.616
H91 -22.072 10.422 5.146
H92 -22.371 11.628 3.940
H93 -20.263 12.037 6.154
H94 -21.918 12.695 6.150
H95 -20.713 13.182 5.007
C46 -13.104 14.843 3.697
C47 -12.938 13.391 3.370
N3 -13.491 12.914 2.068
C48 -13.032 13.696 0.935
C49 -13.547 13.176 -0.437
C50 -13.177 11.469 1.865
C51 -13.806 10.524 2.917
H96 -14.132 15.205 3.708
H97 -12.570 15.472 2.984
H98 -12.616 14.991 4.660
H99 -11.860 13.231 3.398
H100 -13.444 12.852 4.171
H101 -13.429 14.707 1.019
H102 -11.953 13.850 0.978
H103 -12.907 12.384 -0.825
H104 -14.601 12.900 -0.416
H105 -13.463 13.950 -1.200
H106 -12.110 11.302 1.719
H107 -13.655 11.102 0.956
H108 -13.836 9.524 2.484
H109 -14.863 10.706 3.106
H110 -13.297 10.459 3.879
C52 -23.404 15.431 5.797
C53 -24.824 15.034 5.462
N4 -25.831 15.467 6.470
C54 -25.623 14.765 7.724
C55 -25.807 13.217 7.698
C56 -27.138 15.179 5.851
C57 -28.345 15.603 6.710
H111 -23.341 16.472 6.115
H112 -22.844 15.325 4.868
H113 -23.036 14.714 6.531
H114 -25.063 15.556 4.536
H115 -25.025 13.997 5.193
H116 -24.630 15.045 8.076
H117 -26.324 15.168 8.455
H118 -25.563 12.747 8.651
H119 -26.826 12.954 7.415
H120 -25.110 12.700 7.039
H121 -27.178 14.173 5.434
H122 -27.203 15.741 4.920
H123 -28.404 15.125 7.688
H124 -29.323 15.504 6.240
H125 -28.250 16.676 6.880

Atom charges from the Löwdin analysis, given in e for atoms 1 to 5: 1.3540, 1.3309, 1.4440, 0.0184, -0.4665

***

Below is a 2-piece molecular cluster, C6H10N overall at a distorted geometry, with properties calculated with the ωB97M-V functional and the def2-TZVPD basis.

Output
relative energy (zero: lowest compared OMol25 entry of this formula, charge and spin): 5.5379 eV
gap between HOMO and LUMO: 9.79 eV
DFT total energy: -7860.8103 eV
charge: +1

Positions of all 17 atoms, in Å:
C1 -2.303 0.899 -0.197
C2 -1.325 0.076 -0.322
C3 -2.469 -0.651 0.231
C4 1.326 0.930 0.693
C5 1.691 0.970 -0.794
C6 0.724 -0.010 -0.238
N1 0.971 -1.507 -0.081
H1 -2.770 1.761 -0.217
H2 -2.719 -0.680 1.196
H3 -3.158 -1.212 -0.402
H4 2.089 0.651 1.427
H5 0.751 1.839 1.016
H6 1.262 1.850 -1.234
H7 2.821 0.734 -1.095
H8 1.971 -1.661 -0.075
H9 0.542 -2.234 -0.764
H10 0.597 -1.754 0.856

Atom charges from the Löwdin analysis, given in e for atoms 1 to 5: 0.0876, -0.0542, -0.0571, -0.1135, -0.0657

***

Q: Which formula does entry 4 have?
A: C13H10Cl7O5